# C2H2Br3P

A cluster of 2 separate species, C2H2Br3P in total in a non-equilibrium geometry (ωB97M-V/def2-TZVPD, the Open Molecules 2025 dataset).

```
! RIJCOSX wB97M-V def2-TZVPD def2/J DEFGRID3
* xyz 0 1
C -0.3741 0.5883 -0.1696
C -0.4846 -0.8884 -0.0409
P -0.0041 -0.2821 -1.7314
Br -2.0229 -1.9408 0.1744
Br 1.1399 -1.7506 0.9140
Br 2.5658 1.9362 0.7412
H -1.3411 1.1467 -0.2163
H 0.5211 1.1906 0.3285
*
```

Output
Energy relative to the best compared isomer or geometry (same formula, charge and spin) (kJ/mol): 374.4

Atom charges from the Mulliken analysis, given in e for atoms 1 to 5: C 0.060; C 0.121; P 0.145; Br -0.040; Br -0.112



# C2H2Br6

A structure of composition C2H2Br6 (ωB97M-V/def2-TZVPD, the Open Molecules 2025 dataset).

```
! RIJCOSX wB97M-V def2-TZVPD def2/J DEFGRID3
* xyz 0 1
C -8.7684 24.9479 -19.9806
Br -8.4298 25.0145 -18.0724
Br -8.4855 23.1791 -20.7481
Br -7.6047 26.2459 -20.8763
H -9.8036 25.2218 -20.1106
C -13.1967 22.4571 -19.3816
Br -11.6246 21.2876 -19.2816
Br -14.4624 21.9011 -20.7343
Br -12.6259 24.3192 -19.7215
H -13.7006 22.4443 -18.4281
*
```

Output
Energy relative to the best compared isomer or geometry (same formula, charge and spin) (kJ/mol): 11.8

Atom charges from the Mulliken analysis, given in e for atoms 1 to 5: C -0.117; Br 0.001; Br 0.002; Br -0.027; H 0.109



# C2H2Br6

A structure of composition C2H2Br6 (ωB97M-V/def2-TZVPD, the Open Molecules 2025 dataset).

```
! RIJCOSX wB97M-V def2-TZVPD def2/J DEFGRID3
* xyz 0 1
C 0.4569 -2.0325 -1.8545
Br 0.3941 -3.6404 -0.7983
Br -0.4012 -2.2631 -3.5520
Br 2.2439 -1.3992 -2.0575
H -0.0876 -1.2817 -1.3012
C -0.5708 2.2281 1.8501
Br 1.1282 2.7592 2.5548
Br -1.7764 1.6828 3.2375
Br -0.3739 0.8522 0.5399
H -1.0133 3.0948 1.3811
*
```

Output
Energy relative to the best compared isomer or geometry (same formula, charge and spin) (kJ/mol): 10.6

Atom charges from the Mulliken analysis, given in e for atoms 1 to 5: C 0.223; Br -0.003; Br -0.001; Br 0.010; H -0.292



# C2H2BrCl3

An isolated molecule of C2H2BrCl3 in a non-equilibrium geometry (ωB97M-V/def2-TZVPD, the Open Molecules 2025 dataset).

```
! RIJCOSX wB97M-V def2-TZVPD def2/J DEFGRID3
* xyz 0 1
Cl 1.8194 1.2527 0.2512
C 0.8218 -0.1378 -0.0149
C -0.7457 0.1726 0.1172
Cl -1.1526 1.0237 1.5002
Cl -1.2628 0.9286 -1.5434
Br -1.5961 -1.6645 0.1415
H 1.0922 -0.5970 -1.0387
H 1.0238 -0.9782 0.5868
*
```

Output
Energy relative to the best compared isomer or geometry (same formula, charge and spin) (kJ/mol): 36.7
SMILES: ClCC(Cl)(Cl)Br

Atom charges from the Mulliken analysis, given in e for atoms 1 to 5: Cl -0.131; C -0.631; C 0.249; Cl -0.053; Cl -0.124



# C2H2BrClO

A cluster of 2 separate species, C2H2BrClO in total in a non-equilibrium geometry (ωB97M-V/def2-TZVPD, the Open Molecules 2025 dataset).

```
! RIJCOSX wB97M-V def2-TZVPD def2/J DEFGRID3
* xyz 0 1
C 1.3493 0.5743 0.5121
C -0.9169 -0.2993 -0.5671
O 2.1967 1.0024 -0.1997
Cl -1.0087 -1.8939 0.1830
Br -2.1742 1.0107 0.0256
H 1.3504 0.1350 1.6132
H -0.7965 -0.5291 -1.5670
*
```

Output
Energy relative to the best compared isomer or geometry (same formula, charge and spin) (kJ/mol): 358.3

Atom charges from the Mulliken analysis, given in e for atoms 1 to 5: C 0.195; C -0.315; O -0.325; Cl -0.125; Br -0.056



# C2H2BrF

A cluster of 2 separate species, C2H2BrF in total in a non-equilibrium geometry (ωB97M-V/def2-TZVPD, the Open Molecules 2025 dataset).

```
! RIJCOSX wB97M-V def2-TZVPD def2/J DEFGRID3
* xyz 0 1
C -0.0329 0.0027 -0.2286
C -2.1587 1.5510 -0.1153
F -2.1107 2.7131 0.4801
Br -3.2916 1.5833 -1.5519
H -0.3083 -1.0523 -0.1594
H 0.3837 0.3706 0.7090
*
```

Output
Energy relative to the best compared isomer or geometry (same formula, charge and spin) (kJ/mol): 598.6

Atom charges from the Mulliken analysis, given in e for atoms 1 to 5: C -0.440; C 0.076; F -0.068; Br -0.005; H 0.211



# C2H2BrF2I

A structure of composition C2H2BrF2I in a non-equilibrium geometry (ωB97M-V/def2-TZVPD, the Open Molecules 2025 dataset).

```
! RIJCOSX wB97M-V def2-TZVPD def2/J DEFGRID3
* xyz 0 1
C -0.0437 0.3961 -0.1105
C -1.4480 1.3603 0.7378
F -0.7465 2.0112 1.6822
F -2.0118 2.1287 -0.1466
Br 0.7199 1.5267 -1.5204
I -2.8856 -0.0786 1.3795
H -0.3693 -0.4833 -0.6439
H 0.8299 0.3241 0.7025
*
```

Output
Energy relative to the best compared isomer or geometry (same formula, charge and spin) (kJ/mol): 103.8

Atom charges from the Mulliken analysis, given in e for atoms 1 to 5: C -0.672; C 0.365; F -0.203; F -0.165; Br -0.115



# C2H2BrF2I

An isolated molecule of C2H2BrF2I in a non-equilibrium geometry (ωB97M-V/def2-TZVPD, the Open Molecules 2025 dataset).

```
! RIJCOSX wB97M-V def2-TZVPD def2/J DEFGRID3
* xyz 0 1
F -0.4014 -1.2768 -1.0423
C -0.5667 -0.4680 -0.0605
F -0.6868 -1.2955 1.1033
I -2.4653 0.6197 0.0184
C 0.6258 0.5090 -0.0222
Br 2.2194 -0.4915 -0.0112
H 0.5999 1.2482 0.8361
H 0.6752 1.1548 -0.8216
*
```

Output
Energy relative to the best compared isomer or geometry (same formula, charge and spin) (kJ/mol): 0.0
SMILES: FC(F)(I)CBr

Atom charges from the Mulliken analysis, given in e for atoms 1 to 5: F -0.178; C 0.350; F -0.234; I 0.055; C -0.706



# C2H2BrF2I

A structure of composition C2H2BrF2I in a non-equilibrium geometry (ωB97M-V/def2-TZVPD, the Open Molecules 2025 dataset).

```
! RIJCOSX wB97M-V def2-TZVPD def2/J DEFGRID3
* xyz 0 1
C 0.8131 -0.2925 0.0588
C -0.9853 0.6556 -0.6787
F 0.8333 -1.3787 -0.7593
F 0.6477 -0.6318 1.3034
Br -0.9009 2.2450 0.3598
I -2.6016 -0.6225 -0.1033
H 1.6901 0.4023 -0.1564
H -0.9592 0.7618 -1.7252
*
```

Output
Energy relative to the best compared isomer or geometry (same formula, charge and spin) (kJ/mol): 182.2

Atom charges from the Mulliken analysis, given in e for atoms 1 to 5: C 0.220; C -0.685; F -0.196; F -0.161; Br -0.072



# C2H2BrIO

A structure of composition C2H2BrIO in a non-equilibrium geometry (ωB97M-V/def2-TZVPD, the Open Molecules 2025 dataset).

```
! RIJCOSX wB97M-V def2-TZVPD def2/J DEFGRID3
* xyz 0 1
C -0.4129 -2.2192 -0.8993
C 0.0487 1.0703 0.5202
O 0.3361 -2.8826 -1.4409
Br -1.8767 1.1720 -0.2177
I 1.3852 -0.4101 0.4228
H -0.1156 1.3877 1.6058
H 0.6351 1.8819 0.0091
*
```

Output
Energy relative to the best compared isomer or geometry (same formula, charge and spin) (kJ/mol): 95.0

Atom charges from the Mulliken analysis, given in e for atoms 1 to 5: C 0.138; C -0.652; O -0.193; Br -0.126; I 0.180



# C2H2BrN3

An isolated molecule of C2H2BrN3 in a non-equilibrium geometry (ωB97M-V/def2-TZVPD, the Open Molecules 2025 dataset).

```
! RIJCOSX wB97M-V def2-TZVPD def2/J DEFGRID3
* xyz 0 1
N 2.5944 1.6812 -0.1232
C 1.4932 1.4298 0.1434
N 0.2560 1.1771 0.2684
C -0.2216 -0.4891 0.1057
N -1.4946 -0.6947 -0.1260
Br 1.0890 -1.8383 0.1764
H -1.7831 0.2688 -0.1475
H -1.9332 -1.5348 -0.2973
*
```

Output
Energy relative to the best compared isomer or geometry (same formula, charge and spin) (kJ/mol): 292.0
SMILES: N#C/N=C(/N)Br

Atom charges from the Mulliken analysis, given in e for atoms 1 to 5: N -0.475; C 0.460; N -0.617; C 0.401; N -0.277



# C2H2BrNO2

A cluster of 2 separate species, C2H2BrNO2 in total in a non-equilibrium geometry (ωB97M-V/def2-TZVPD, the Open Molecules 2025 dataset).

```
! RIJCOSX wB97M-V def2-TZVPD def2/J DEFGRID3
* xyz 0 1
C 0.1633 0.1934 -0.7576
C -0.2243 -1.3199 0.6857
N 0.1416 1.3791 -0.1284
O -0.0922 1.4814 1.0661
O 0.3593 2.3258 -0.8957
Br -0.3068 -3.0063 0.1131
H 0.3816 -0.0702 -1.7669
H -0.4225 -0.9835 1.6836
*
```

Output
Energy relative to the best compared isomer or geometry (same formula, charge and spin) (kJ/mol): 812.8

Atom charges from the Mulliken analysis, given in e for atoms 1 to 5: C -0.212; C -0.342; N 0.818; O -0.562; O -0.544



# C2H2CaFO2

A structure of composition C2H2CaFO2 in a non-equilibrium geometry (ωB97M-V/def2-TZVPD, the Open Molecules 2025 dataset).

```
! RIJCOSX wB97M-V def2-TZVPD def2/J DEFGRID3
* xyz 0 2
Ca 0.9497 0.7062 -1.9310
F 0.6608 1.0247 1.3971
O 1.3925 -0.3993 -0.3139
C 0.3705 -0.3447 0.5298
C -0.9332 -0.1367 -0.1351
O -0.9461 0.4720 -1.3125
H 0.3739 -1.0932 1.3373
H -1.8682 -0.2289 0.4282
*
```

Output
⟨S²⟩: 0.753
Energy relative to the best compared isomer or geometry (same formula, charge and spin) (kJ/mol): 111.0

Atom charges from the Mulliken analysis, given in e for atoms 1 to 5: Ca 1.434; F -0.434; O -0.922; C 0.411; C -0.165



# C2H2CdO2

A structure of composition C2H2CdO2 in a non-equilibrium geometry (ωB97M-V/def2-TZVPD, the Open Molecules 2025 dataset).

```
! RIJCOSX wB97M-V def2-TZVPD def2/J DEFGRID3
* xyz 0 1
C 1.1546 -0.3723 0.1640
C -0.2960 -0.4281 0.0903
O -0.6963 0.7011 -0.3444
O -0.9237 -1.4358 0.3722
H 1.6568 0.5464 0.4499
H 1.7164 -1.0156 -0.5076
Cd -2.6117 2.0042 -0.2243
*
```

Output
Energy relative to the best compared isomer or geometry (same formula, charge and spin) (kJ/mol): 7.5

Atom charges from the Mulliken analysis, given in e for atoms 1 to 5: C -0.335; C 0.677; O -0.429; O -0.562; H 0.282



# C2H2Cl2N2

A structure of composition C2H2Cl2N2 in a non-equilibrium geometry (ωB97M-V/def2-TZVPD, the Open Molecules 2025 dataset).

```
! RIJCOSX wB97M-V def2-TZVPD def2/J DEFGRID3
* xyz 0 1
C -0.5649 -0.8251 0.5348
C -1.4266 0.0414 0.0010
N 0.2989 -1.6237 0.7612
N 1.5883 0.5317 -0.8115
Cl 1.7972 1.8074 0.3101
Cl 2.0781 -0.9267 -0.3334
H -1.9626 -0.0613 -0.8985
H -1.8084 1.0562 0.4364
*
```

Output
Energy relative to the best compared isomer or geometry (same formula, charge and spin) (kJ/mol): 415.5

Atom charges from the Mulliken analysis, given in e for atoms 1 to 5: C 0.619; C -0.649; N -0.498; N -0.139; Cl -0.022



# C2H2Cl2N2

An isolated molecule of C2H2Cl2N2 in a non-equilibrium geometry (ωB97M-V/def2-TZVPD, the Open Molecules 2025 dataset).

```
! RIJCOSX wB97M-V def2-TZVPD def2/J DEFGRID3
* xyz 0 1
C 1.3825 -0.2700 -3.1377
C 0.0746 -0.2870 -0.1431
N 0.8425 0.3302 -2.2418
N 0.6526 0.6093 -1.0623
Cl 1.1905 -0.3171 -4.7421
Cl -1.2234 -1.4581 -0.7511
H -0.2096 0.5649 0.6570
H 0.9056 -0.9313 0.2221
*
```

Output
Energy relative to the best compared isomer or geometry (same formula, charge and spin) (kJ/mol): 210.3

Atom charges from the Mulliken analysis, given in e for atoms 1 to 5: C 0.258; C -0.285; N 0.495; N -0.818; Cl -0.072



# C2H2Cl2N3OPS

A structure of composition C2H2Cl2N3OPS in a non-equilibrium geometry (ωB97M-V/def2-TZVPD, the Open Molecules 2025 dataset).

```
! RIJCOSX wB97M-V def2-TZVPD def2/J DEFGRID3
* xyz 0 1
C 0.6025 -0.6313 1.1266
C -0.4766 -0.2069 -0.7399
N 0.7057 -0.5671 -0.1678
N -0.5432 -0.5008 1.7653
N -0.8598 -0.2064 -1.9542
O 3.8932 -1.7695 0.4453
P 3.3270 -0.5253 0.0559
S -1.7113 -0.1135 0.7271
Cl 3.7507 1.0989 1.3109
Cl 4.0557 0.1300 -1.6826
H 1.4607 -1.1931 1.6976
H -1.9546 -0.0196 -2.0241
*
```

Output
Energy (Eh): -1976.802806

Atom charges from the Mulliken analysis, given in e for atoms 1 to 5: C 0.094; C 0.339; N -0.239; N -0.363; N -0.494



# C2H2Cl2O2

A cluster of 2 separate species, C2H2Cl2O2 in total in a non-equilibrium geometry (ωB97M-V/def2-TZVPD, the Open Molecules 2025 dataset).

```
! RIJCOSX wB97M-V def2-TZVPD def2/J DEFGRID3
* xyz 0 1
O -0.9544 1.6620 -0.7477
C -1.4729 0.7369 -0.2182
Cl -2.5443 -0.3744 -1.0047
Cl -1.6595 0.6021 1.4992
C 1.6792 -0.6552 0.1233
O 0.5273 -0.9433 0.1495
H 2.2234 -0.7591 -0.7967
H 2.2013 -0.2690 0.9953
*
```

Output
Energy relative to the best compared isomer or geometry (same formula, charge and spin) (kJ/mol): 179.5
SMILES: O=C(Cl)Cl.C=O

Atom charges from the Mulliken analysis, given in e for atoms 1 to 5: O -0.358; C 0.563; Cl -0.111; Cl -0.102; C -0.108



# C2H2Cl2O2S

A cluster of 2 separate species, C2H2Cl2O2S in total in a non-equilibrium geometry (ωB97M-V/def2-TZVPD, the Open Molecules 2025 dataset).

```
! RIJCOSX wB97M-V def2-TZVPD def2/J DEFGRID3
* xyz 0 1
C 0.1543 -1.1741 -0.0570
C -1.7765 0.9307 0.0254
O 2.6214 -0.6711 0.6832
O 1.5036 1.0027 -0.7725
S 1.5133 -0.3762 -0.2062
Cl -2.2968 1.1821 1.5835
Cl -1.2712 2.3207 -0.7151
H 0.2270 -2.2564 -0.0544
H -0.6752 -0.9583 -0.4870
*
```

Output
Energy relative to the best compared isomer or geometry (same formula, charge and spin) (kJ/mol): 562.1

Atom charges from the Mulliken analysis, given in e for atoms 1 to 5: C -0.646; C -0.053; O -0.473; O -0.482; S 0.818



# C2H2Cl3NS

A cluster of 2 separate species, C2H2Cl3NS in total in a non-equilibrium geometry (ωB97M-V/def2-TZVPD, the Open Molecules 2025 dataset).

```
! RIJCOSX wB97M-V def2-TZVPD def2/J DEFGRID3
* xyz 0 1
C -2.5089 0.0934 -0.3606
N -1.8497 0.9729 0.0358
S -0.9006 1.8664 0.8303
H -3.3529 -0.4469 -0.6645
Cl 1.8904 -2.2193 0.1253
C 1.6007 -0.4039 0.0538
Cl 2.7557 0.4559 1.0688
Cl 1.6881 0.0785 -1.6510
H 0.6771 -0.3969 0.5622
*
```

Output
Energy relative to the best compared isomer or geometry (same formula, charge and spin) (kJ/mol): 191.5
SMILES: C#[N+][S-].ClC(Cl)Cl

Atom charges from the Mulliken analysis, given in e for atoms 1 to 5: C -0.073; N -0.080; S -0.178; H 0.380; Cl -0.169